Entry 1:
{
  "formula": "C3H8NO4P",
  "method": "ωB97M-V/def2-TZVPD",
  "lumo_ha": 0.005,
  "homo_ev": -10.2,
  "energy_ev": -22206.23320,
  "charge": 0,
  "smiles": "CCON=O.COP=O",
  "symbols": ["C", "C", "O", "N", "O", "H", "H", "H", "H", "H", "C", "O", "P", "O", "H", "H", "H"],
  "xyz": [[-0.156, -0.425, 2.362], [1.015, 0.068, 1.577], [0.678, 0.528, 0.255], [0.098, 1.689, 0.034], [-0.131, 2.397, 0.975], [0.143, -1.172, 3.127], [-0.535, 0.502, 2.825], [-0.934, -0.913, 1.656], [1.754, -0.802, 1.405], [1.479, 0.959, 2.149], [-1.257, 0.139, -2.595], [-0.371, -0.761, -2.017], [1.245, -0.863, -1.982], [1.383, -2.206, -1.439], [-1.283, 1.086, -2.025], [-2.328, -0.468, -2.660], [-0.798, 0.242, -3.645]],
  "nbo_charge": [-0.6549, -0.1300, -0.3584, 0.3716, -0.3322, 0.2317, 0.2230, 0.2310, 0.2243, 0.2072, -0.2610, -0.8472, 1.5488, -1.0303, 0.1977, 0.1994, 0.1792]
}

---

Entry 2:
{
  "formula": "C24H52NO13PS",
  "method": "ωB97M-V/def2-TZVPD",
  "lumo_ha": 0.019,
  "homo_ev": -8.6,
  "energy_ev": -73963.52056,
  "charge": 0,
  "smiles": "CCSCO[P@@](=O)(ON)OCCCCOC.CCOC(C)=O.CCOC(C)=O.CCOC(C)=O.CCOC(C)=O",
  "symbols": ["C", "C", "S", "C", "O", "P", "O", "O", "N", "O", "C", "C", "C", "C", "O", "C", "H", "H", "H", "H", "H", "H", "H", "H", "H", "H", "H", "H", "H", "H", "H", "H", "H", "H", "H", "H", "C", "C", "O", "C", "C", "O", "H", "H", "H", "H", "H", "H", "H", "H", "C", "C", "O", "C", "C", "O", "H", "H", "H", "H", "H", "H", "H", "H", "C", "C", "O", "C", "C", "O", "H", "H", "H", "H", "H", "H", "H", "H", "C", "C", "O", "C", "C", "O", "H", "H", "H", "H", "H", "H", "H", "H"],
  "xyz": [[3.989, -2.999, 0.854], [2.586, -2.613, 1.360], [1.600, -4.100, 1.598], [0.029, -3.364, 2.004], [-0.931, -3.463, 0.916], [-1.598, -2.207, 0.204], [-2.554, -2.557, -0.862], [-2.231, -1.383, 1.439], [-3.638, -1.052, 1.342], [-0.388, -1.243, -0.214], [-0.555, -0.526, -1.472], [0.634, 0.382, -1.807], [1.459, 0.968, -0.650], [0.668, 1.590, 0.509], [1.102, 1.045, 1.747], [0.096, 1.051, 2.735], [4.118, -4.080, 0.762], [4.201, -2.531, -0.114], [4.759, -2.649, 1.550], [2.064, -1.991, 0.635], [2.643, -2.036, 2.289], [-0.403, -3.918, 2.840], [0.163, -2.331, 2.329], [-3.687, -0.261, 0.703], [-3.794, -0.675, 2.273], [-0.695, -1.281, -2.252], [-1.487, 0.051, -1.431], [1.319, -0.188, -2.447], [0.262, 1.220, -2.401], [2.076, 1.758, -1.098], [2.163, 0.240, -0.243], [0.827, 2.679, 0.532], [-0.413, 1.432, 0.390], [0.554, 0.723, 3.674], [-0.310, 2.062, 2.884], [-0.719, 0.367, 2.480], [-3.111, -5.219, 2.987], [-3.839, -3.949, 3.367], [-5.195, -4.207, 3.775], [-5.510, -4.552, 5.032], [-4.409, -4.930, 5.996], [-6.668, -4.601, 5.348], [-3.013, -5.898, 3.836], [-2.115, -4.981, 2.619], [-3.657, -5.738, 2.199], [-3.306, -3.385, 4.133], [-3.937, -3.301, 2.498], [-4.281, -6.012, 5.954], [-4.739, -4.659, 6.997], [-3.450, -4.461, 5.794], [3.333, 6.118, -3.392], [3.513, 4.621, -3.268], [2.270, 3.933, -3.057], [1.464, 3.575, -4.077], [1.730, 4.121, -5.454], [0.522, 2.873, -3.826], [2.741, 6.379, -4.269], [4.305, 6.603, -3.486], [2.829, 6.509, -2.509], [4.038, 4.203, -4.127], [4.100, 4.377, -2.384], [1.150, 5.035, -5.583], [1.387, 3.389, -6.182], [2.771, 4.350, -5.658], [0.150, 6.570, -9.684], [0.970, 7.563, -8.890], [1.824, 6.922, -7.934], [3.049, 6.455, -8.249], [3.477, 6.379, -9.694], [3.744, 6.055, -7.355], [0.782, 5.917, -10.288], [-0.533, 7.096, -10.351], [-0.434, 5.943, -9.011], [1.550, 8.226, -9.534], [0.321, 8.194, -8.285], [3.229, 5.386, -10.069], [4.556, 6.501, -9.729], [3.017, 7.121, -10.341], [-2.323, -5.608, 8.247], [-1.205, -5.708, 7.232], [-1.414, -4.854, 6.097], [-1.046, -3.559, 6.086], [-0.622, -2.886, 7.367], [-1.123, -2.961, 5.047], [-2.389, -4.609, 8.678], [-2.157, -6.319, 9.056], [-3.279, -5.835, 7.777], [-0.228, -5.514, 7.676], [-1.167, -6.709, 6.805], [-1.501, -2.416, 7.810], [0.094, -2.108, 7.114], [-0.175, -3.551, 8.100]],
  "lowdin_charge": [-0.1625, -0.5428, 0.9213, -0.5147, -0.2327, 0.4070, -0.2255, -0.2779, 0.0523, -0.1927, -0.1922, -0.1588, -0.1480, -0.2191, -0.1967, -0.1131, 0.0492, 0.0696, 0.0680, 0.0482, 0.0783, 0.0488, 0.0860, 0.0844, 0.0871, 0.1190, 0.1188, 0.1160, 0.0842, 0.1001, 0.1017, 0.1241, 0.1152, 0.0880, 0.0886, 0.0675, -0.0372, -0.2112, 0.0135, -0.5257, -0.0011, 0.1007, 0.0704, 0.0549, 0.0910, 0.0958, 0.1044, 0.1053, 0.0925, 0.0489, -0.0591, -0.2288, -0.0067, -0.5132, 0.0138, 0.0928, 0.0662, 0.0836, 0.0822, 0.1152, 0.1220, 0.0976, 0.0952, 0.0552, -0.0612, -0.2334, -0.0087, -0.5242, 0.0166, 0.0969, 0.0691, 0.0830, 0.0841, 0.1115, 0.1235, 0.0982, 0.0923, 0.0705, -0.0597, -0.2103, -0.0391, -0.5179, 0.0254, 0.1006, 0.0791, 0.0884, 0.0421, 0.1139, 0.1281, 0.1005, 0.0935, 0.0722]
}

---

Entry 3:
{
  "formula": "C20H32O7Sc",
  "method": "ωB97M-V/def2-TZVPD",
  "lumo_ha": -0.361,
  "homo_ev": -17.8,
  "energy_ev": -56268.66631,
  "charge": 3,
  "symbols": ["Sc", "C", "C", "O", "C", "C", "O", "C", "C", "O", "C", "C", "O", "C", "C", "O", "C", "C", "O", "H", "H", "H", "H", "H", "H", "H", "H", "H", "H", "H", "H", "H", "H", "H", "H", "H", "H", "H", "H", "H", "H", "H", "H", "C", "C", "O", "C", "C", "C", "C", "C", "C", "H", "H", "H", "H", "H", "H", "H", "H"],
  "xyz": [[-0.341, 0.373, 0.595], [1.318, 0.381, 3.311], [-0.094, 0.454, 3.900], [-1.036, 0.139, 2.854], [-1.784, -1.066, 3.077], [-1.111, -2.206, 2.307], [-0.876, -1.806, 0.942], [-1.882, -2.257, 0.021], [-3.064, -1.280, -0.015], [-2.529, 0.059, 0.081], [-3.098, 1.003, -0.848], [-2.129, 1.136, -2.025], [-0.803, 1.328, -1.501], [-0.292, 2.663, -1.571], [-0.708, 3.454, -0.327], [-0.523, 2.594, 0.820], [0.225, 3.165, 1.913], [1.556, 2.416, 2.020], [1.336, 0.997, 2.015], [1.619, -0.660, 3.143], [2.043, 0.853, 3.982], [-0.328, 1.461, 4.266], [-0.189, -0.237, 4.741], [-2.799, -0.864, 2.718], [-1.842, -1.305, 4.143], [-1.710, -3.122, 2.350], [-0.124, -2.420, 2.733], [-2.222, -3.266, 0.278], [-1.390, -2.298, -0.956], [-3.752, -1.448, 0.823], [-3.621, -1.416, -0.946], [-3.193, 1.948, -0.303], [-4.095, 0.690, -1.173], [-2.421, 1.950, -2.691], [-2.100, 0.204, -2.602], [-0.629, 3.168, -2.480], [0.800, 2.554, -1.607], [-1.765, 3.749, -0.369], [-0.109, 4.363, -0.241], [-0.389, 3.053, 2.813], [0.417, 4.227, 1.750], [2.105, 2.726, 2.914], [2.159, 2.630, 1.128], [3.542, 0.033, -0.757], [2.210, -0.508, -1.139], [1.190, -0.168, -0.456], [2.089, -1.425, -2.243], [0.800, -1.854, -2.627], [0.627, -2.820, -3.589], [1.741, -3.363, -4.227], [3.018, -2.914, -3.908], [3.201, -1.956, -2.931], [3.455, 0.712, 0.093], [4.009, 0.553, -1.596], [4.214, -0.780, -0.480], [-0.052, -1.372, -2.154], [-0.363, -3.153, -3.861], [1.610, -4.127, -4.978], [3.875, -3.319, -4.428], [4.201, -1.628, -2.706]],
  "nbo_charge": [1.9973, -0.0964, -0.1017, -0.5987, -0.0965, -0.1034, -0.5958, -0.0915, -0.1027, -0.6171, -0.0926, -0.0995, -0.5860, -0.0916, -0.0962, -0.6213, -0.0946, -0.1001, -0.5915, 0.2181, 0.2434, 0.2192, 0.2384, 0.2185, 0.2430, 0.2430, 0.2215, 0.2455, 0.2174, 0.2228, 0.2349, 0.2187, 0.2458, 0.2425, 0.2172, 0.2443, 0.2172, 0.2207, 0.2384, 0.2205, 0.2437, 0.2452, 0.2179, -0.7263, 0.6893, -0.8059, -0.2488, -0.0584, -0.2398, -0.0677, -0.2031, -0.0837, 0.2393, 0.2848, 0.2895, 0.1763, 0.2410, 0.2566, 0.2614, 0.2374]
}

---

Entry 4:
{
  "formula": "C8H23InNO5",
  "method": "ωB97M-V/def2-TZVPD",
  "lumo_ha": -0.471,
  "homo_ev": -21.0,
  "energy_ev": -25533.13608,
  "charge": 3,
  "symbols": ["In", "C", "C", "C", "O", "C", "N", "H", "H", "H", "H", "H", "H", "H", "H", "H", "H", "H", "C", "C", "O", "O", "H", "H", "H", "H", "H", "H", "C", "C", "O", "O", "H", "H", "H", "H", "H", "H"],
  "xyz": [[0.437, 0.005, 0.968], [1.266, 2.463, -1.355], [-0.052, 1.650, -1.348], [0.161, 0.181, -1.919], [0.169, -0.830, -0.961], [-0.081, -2.110, -1.595], [-0.753, 1.701, -0.074], [1.926, 1.976, -0.637], [1.117, 3.466, -0.954], [1.689, 2.396, -2.357], [-0.654, 2.124, -2.123], [1.009, 0.061, -2.594], [-0.577, 0.124, -2.719], [-0.084, -2.917, -0.862], [0.667, -2.430, -2.320], [-0.998, -2.025, -2.177], [-0.894, 2.677, 0.145], [-1.658, 1.304, -0.282], [-2.844, 0.195, -0.810], [-2.021, -0.590, 0.156], [-1.397, 0.198, 1.186], [-2.156, 0.774, -1.818], [-3.357, 0.917, -0.174], [-3.596, -0.515, -1.155], [-1.232, -1.167, -0.325], [-2.631, -1.366, 0.619], [-2.003, 0.301, 1.924], [-2.626, 1.568, -2.085], [2.751, -1.224, 1.970], [2.069, -0.666, 3.309], [0.946, 0.126, 3.080], [1.713, -1.726, 1.068], [3.419, -2.062, 2.169], [3.428, -0.425, 1.666], [2.783, -0.139, 3.941], [1.636, -1.517, 3.835], [0.428, 0.075, 3.887], [2.005, -2.572, 0.721]],
  "lowdin_charge": [1.2282, 0.0161, -0.3603, -0.1457, -0.3098, 0.0378, 0.0962, 0.0691, 0.1097, 0.1188, 0.1564, 0.1627, 0.1477, 0.1288, 0.1402, 0.1407, 0.1670, 0.0458, -0.2105, -0.1306, -0.1263, -0.0828, 0.1704, 0.1765, 0.0694, 0.1791, 0.1860, 0.1667, -0.0830, -0.1357, -0.0368, -0.0443, 0.1637, 0.1459, 0.1646, 0.1516, 0.1660, 0.1606]
}

---

Entry 5:
{
  "formula": "C46H48AsN3Rh",
  "method": "ωB97M-V/def2-TZVPD",
  "lumo_ha": [0.084, 0.067],
  "spin_multiplicity": 5,
  "homo_ev": [0.1, -4.5],
  "energy_ev": -116791.51736,
  "charge": -1,
  "s2": 6.0260,
  "symbols": ["Rh", "N", "N", "C", "C", "C", "C", "H", "H", "H", "C", "C", "H", "H", "H", "C", "C", "H", "H", "H", "C", "H", "H", "H", "C", "H", "H", "H", "C", "H", "C", "H", "C", "H", "C", "H", "C", "C", "H", "C", "C", "H", "C", "H", "N", "C", "C", "C", "H", "C", "C", "H", "H", "H", "C", "H", "C", "C", "H", "H", "H", "C", "H", "H", "H", "C", "C", "C", "C", "C", "C", "As", "C", "C", "C", "C", "C", "C", "C", "C", "C", "C", "C", "C", "H", "H", "H", "H", "H", "H", "H", "H", "H", "H", "H", "H", "H", "H", "H"],
  "xyz": [[-1.299, 0.619, -0.889], [1.018, 3.021, -0.991], [-0.053, 0.591, -3.261], [-3.087, -0.118, -0.222], [-3.320, 0.950, -1.144], [-2.693, 2.125, -0.629], [-2.707, 3.496, -1.219], [-3.013, 3.454, -2.263], [-1.719, 3.958, -1.162], [-3.412, 4.132, -0.674], [-2.079, 1.790, 0.612], [-1.342, 2.793, 1.410], [-1.948, 3.258, 2.196], [-0.927, 3.581, 0.781], [-0.488, 2.301, 1.888], [-2.327, 0.406, 0.866], [-1.913, -0.431, 2.010], [-0.932, -0.076, 2.355], [-1.784, -1.468, 1.705], [-2.597, -0.430, 2.867], [-4.060, 0.890, -2.436], [-4.854, 1.644, -2.444], [-4.496, -0.101, -2.569], [-3.393, 1.099, -3.285], [-3.500, -1.542, -0.347], [-2.644, -2.196, -0.151], [-3.827, -1.743, -1.367], [-4.301, -1.825, 0.345], [2.080, 3.713, -0.596], [2.038, 4.105, 0.419], [3.199, 3.919, -1.403], [4.057, 4.414, -0.965], [3.184, 3.464, -2.718], [4.034, 3.629, -3.378], [2.050, 2.800, -3.162], [1.922, 2.443, -4.182], [1.001, 2.580, -2.249], [-0.216, 1.875, -2.663], [-1.019, 2.494, -3.102], [-0.573, -0.400, -2.506], [0.302, 0.090, -4.519], [0.792, 0.691, -5.262], [-0.080, -1.211, -4.529], [0.015, -1.967, -5.294], [-0.707, -1.484, -3.295], [-1.369, -2.734, -2.963], [-2.653, -3.003, -3.454], [-3.268, -4.207, -3.107], [-4.286, -4.413, -3.455], [-2.620, -5.149, -2.309], [-3.279, -6.441, -1.943], [-3.559, -6.462, -0.885], [-2.611, -7.288, -2.114], [-4.181, -6.592, -2.535], [-1.337, -4.862, -1.849], [-0.812, -5.597, -1.230], [-0.706, -3.660, -2.159], [0.675, -3.377, -1.669], [1.397, -3.314, -2.495], [0.980, -4.190, -1.001], [0.726, -2.433, -1.108], [-3.391, -2.036, -4.319], [-3.312, -2.297, -5.384], [-3.024, -1.014, -4.199], [-4.461, -2.053, -4.060], [3.045, -2.657, 4.580], [3.895, -1.679, 4.056], [3.446, -0.877, 3.000], [2.127, -0.972, 2.553], [1.298, -2.009, 3.022], [1.756, -2.829, 4.056], [1.243, 0.587, 1.771], [0.816, 1.346, 3.667], [-0.469, 1.543, 4.202], [-0.610, 1.980, 5.520], [0.505, 2.215, 6.322], [1.776, 1.987, 5.779], [1.923, 1.537, 4.467], [2.983, 1.278, 1.130], [3.414, 2.388, 1.841], [4.728, 2.853, 1.723], [5.578, 2.263, 0.786], [5.108, 1.227, -0.024], [3.808, 0.732, 0.117], [3.389, -3.287, 5.398], [4.894, -1.504, 4.474], [4.102, -0.105, 2.599], [0.291, -2.095, 2.616], [1.090, -3.594, 4.476], [-1.368, 1.360, 3.622], [-1.619, 2.112, 5.911], [0.392, 2.548, 7.337], [2.663, 2.141, 6.377], [2.920, 1.317, 4.072], [2.712, 2.892, 2.506], [5.057, 3.673, 2.365], [6.599, 2.641, 0.682], [5.784, 0.817, -0.786], [3.434, -0.043, -0.556]],
  "lowdin_charge": [1.0904, 0.1236, -0.1029, -0.3470, -0.3350, -0.3534, -0.0520, 0.0651, 0.0646, 0.0829, -0.3305, -0.0667, 0.0916, 0.0607, -0.0161, -0.3392, -0.0786, -0.0275, 0.0665, 0.0954, -0.0434, 0.0815, 0.0549, 0.0745, -0.0343, 0.0718, 0.0558, 0.0867, -0.1487, 0.1053, -0.0786, 0.0958, -0.0782, 0.0993, -0.0293, 0.0912, -0.2965, -0.1649, 0.0991, -0.1859, -0.0377, 0.1016, -0.0481, 0.1149, -0.0236, -0.1277, -0.2132, -0.0135, 0.1206, -0.2713, -0.0581, 0.0849, 0.0790, 0.0709, -0.0052, 0.1229, -0.2042, -0.0284, 0.0896, 0.0798, 0.0764, -0.0423, 0.0886, 0.0606, 0.0842, -0.1345, -0.1039, -0.1485, -0.4049, -0.1322, -0.1168, 1.3061, -0.3481, -0.1656, -0.1370, -0.1645, -0.1246, -0.1848, -0.4313, -0.1867, -0.0921, -0.1224, -0.1126, -0.1052, 0.0812, 0.0951, 0.0811, 0.0725, 0.0891, 0.0585, 0.0855, 0.0632, 0.0809, 0.0743, 0.0885, 0.0997, 0.0916, 0.0963, 0.1032]
}

---

Entry 6:
{
  "formula": "CHClO3S",
  "method": "ωB97M-V/def2-TZVPD",
  "lumo_ha": [-0.047, -0.047],
  "homo_ev": [-9.8, -9.8],
  "energy_ev": -30550.59384,
  "charge": 0,
  "symbols": ["C", "O", "O", "O", "S", "Cl", "H"],
  "xyz": [[0.183, -0.494, -1.393], [-0.542, -1.333, -1.690], [-1.168, -0.727, 1.291], [1.168, -0.009, 1.558], [-0.107, 0.175, 0.887], [-0.591, 2.253, 0.930], [1.056, 0.134, -1.584]],
  "nbo_charge": [0.4703, -0.3458, -0.8871, -0.9008, 1.7119, -0.2832, 0.2347]
}